Record 1
# C26H31AsIN4O2Pd

A molecular structure, C26H31AsIN4O2Pd (ωB97M-V/def2-TZVPD, the Open Molecules 2025 dataset).

Atoms and positions in Å:
Pd 0.935 -0.645 -1.331
C -3.623 -1.483 -0.439
C -3.229 -0.123 -0.924
N -4.169 0.762 -1.155
C -3.868 1.994 -1.590
C -2.585 2.426 -1.819
C -2.334 3.844 -2.264
O -1.477 4.476 -1.308
C -1.533 1.495 -1.594
C -0.190 1.980 -1.640
N 0.914 1.342 -1.366
C 2.119 2.111 -1.197
C 2.080 3.433 -0.755
C 3.253 4.165 -0.651
C 4.480 3.594 -0.960
C 4.544 2.265 -1.358
C 3.364 1.553 -1.457
I 3.429 -0.470 -1.986
C -1.865 0.197 -1.167
O -0.995 -0.790 -0.975
H -4.703 -1.515 -0.325
H -3.162 -1.714 0.525
H -3.315 -2.258 -1.142
H -4.709 2.661 -1.740
H -3.290 4.361 -2.336
H -1.877 3.857 -3.259
H -1.580 5.432 -1.380
H -0.088 3.038 -1.854
H 1.140 3.903 -0.489
H 3.204 5.192 -0.316
H 5.391 4.171 -0.877
H 5.498 1.806 -1.578
C -0.686 -5.361 -2.856
N 0.639 -4.718 -2.730
C 1.794 -5.386 -3.369
C 0.788 -3.641 -2.057
N 0.963 -2.673 -1.425
H -0.639 -6.355 -2.417
H -0.940 -5.433 -3.912
H -1.433 -4.765 -2.339
H 1.901 -6.383 -2.945
H 2.698 -4.814 -3.187
H 1.609 -5.457 -4.438
C 2.442 -0.367 1.726
As 0.604 -0.540 1.182
C -0.030 -2.288 1.646
C -0.479 0.963 1.766
C -0.573 0.593 3.215
C -1.650 -0.184 3.664
C -1.742 -0.527 4.998
C -0.757 -0.108 5.892
C 0.313 0.666 5.456
C 0.411 1.013 4.120
H 2.462 -0.407 2.815
H 2.854 0.577 1.372
H 2.998 -1.213 1.324
H -0.014 -2.364 2.733
H 0.660 -3.001 1.200
H -1.033 -2.422 1.252
H -1.434 0.961 1.246
H 0.083 1.874 1.564
H -2.429 -0.483 2.970
H -2.585 -1.103 5.354
H -0.836 -0.374 6.938
H 1.057 1.010 6.161
H 1.225 1.648 3.785

energy above the lowest of the compared OMol25 structures with the same formula, charge and spin	0.0	kJ/mol
total energy	-4039.17735	Ha
M	739.81	g mol⁻¹
HOMO level	-0.612	Ha
charge	+3
largest force on an atom	0.26	eV/A

Record 2
# C26H31Br2N3O2PPdS2

A molecular structure, C26H31Br2N3O2PPdS2 in a non-equilibrium geometry (ωB97M-V/def2-TZVPD, the Open Molecules 2025 dataset).

Atoms and positions in Å:
Pd 0.490 0.377 -0.069
C 3.409 0.599 -2.321
C 3.717 0.463 -0.870
N 2.805 0.484 0.059
C 3.337 0.470 1.334
C 4.695 0.409 1.358
S 5.322 0.381 -0.237
C 2.433 0.533 2.480
C 2.763 0.584 3.800
S 1.346 0.612 4.755
C 0.375 0.554 3.320
N 1.084 0.521 2.232
C -1.109 0.516 3.397
H 2.331 0.529 -2.466
H 3.915 -0.160 -2.916
H 3.744 1.574 -2.680
H 5.343 0.384 2.218
H 3.741 0.598 4.251
H -1.444 0.609 4.428
H -1.479 -0.420 2.977
H -1.542 1.309 2.790
Br 0.593 7.337 -0.017
C 0.599 5.456 -0.155
C -0.586 4.753 -0.291
C -0.530 3.373 -0.358
N 0.613 2.689 -0.312
C 1.749 3.379 -0.197
C 1.796 4.757 -0.110
H -1.535 5.268 -0.331
H -1.444 2.803 -0.449
H 2.669 2.812 -0.172
H 2.739 5.271 0.003
C -1.995 -3.904 -0.286
C -1.610 -2.430 -0.409
P 0.184 -2.031 -0.260
C 0.868 -2.988 -1.674
C 2.370 -2.842 -1.918
C 0.648 -2.952 1.265
C 2.118 -2.858 1.672
H -3.068 -3.999 -0.450
H -1.777 -4.309 0.701
H -1.496 -4.518 -1.033
H -2.136 -1.837 0.342
H -1.921 -2.052 -1.386
H 0.321 -2.623 -2.547
H 0.607 -4.035 -1.522
H 2.641 -1.789 -1.980
H 2.638 -3.325 -2.857
H 2.957 -3.306 -1.129
H 0.377 -3.997 1.110
H 0.014 -2.545 2.058
H 2.757 -3.384 0.965
H 2.262 -3.312 2.651
H 2.448 -1.824 1.726
Br -7.995 0.631 -2.376
C -6.156 0.587 -1.917
C -5.203 0.684 -2.919
C -3.861 0.681 -2.579
C -3.478 0.573 -1.246
C -4.450 0.472 -0.253
C -5.793 0.469 -0.584
C -2.032 0.550 -0.877
O -1.151 0.485 -1.767
O -1.725 0.592 0.353
H -5.513 0.768 -3.952
H -3.096 0.762 -3.339
H -4.141 0.395 0.780
H -6.551 0.387 0.183

energy above the lowest of the compared OMol25 structures with the same formula, charge and spin	135.2	kJ/mol
total energy	-7737.60930	Ha
M	778.89	g mol⁻¹
HOMO level (spin up / spin down)	-0.390 / -0.390	Ha
charge	+1
largest force on an atom	1.60	eV/A

Record 3
# C26H31Cl48N2O2

A molecular structure, C26H31Cl48N2O2 in a non-equilibrium geometry (ωB97M-V/def2-TZVPD, the Open Molecules 2025 dataset).

Atoms and positions in Å:
C -0.548 1.514 -1.442
C 0.612 1.526 -2.211
C 1.846 1.178 -1.504
C 2.454 -0.005 -1.349
N 3.589 0.167 -0.566
C 3.631 1.463 -0.256
N 2.608 2.109 -0.785
C 2.317 3.543 -0.647
C 3.091 4.204 0.480
C 2.919 5.735 0.448
C 1.734 6.185 1.293
O 1.641 7.587 1.478
C 2.659 8.103 2.211
O 2.856 7.836 3.356
H -0.902 0.545 -1.097
H -1.054 2.442 -1.193
H 0.613 1.722 -3.278
H 2.155 -0.965 -1.719
H 4.281 -0.502 -0.267
H 4.425 1.869 0.378
H 2.652 4.015 -1.570
H 1.246 3.694 -0.571
H 4.156 4.026 0.352
H 2.779 3.849 1.463
H 2.878 6.117 -0.572
H 3.847 6.138 0.858
H 0.812 5.878 0.801
H 1.766 5.638 2.240
H 3.333 8.781 1.670
C 1.343 -2.854 1.897
Cl -0.341 -2.693 1.422
Cl 1.975 -4.461 1.589
Cl 2.279 -1.610 1.037
H 1.416 -2.655 2.959
C 8.070 1.958 0.605
Cl 8.607 1.352 2.162
Cl 9.205 1.548 -0.667
Cl 6.446 1.319 0.215
H 7.991 3.036 0.663
C 0.621 6.029 5.274
Cl 1.084 6.422 6.924
Cl 0.003 4.372 5.173
Cl -0.570 7.177 4.663
H 1.502 6.101 4.648
C -2.265 5.335 4.573
Cl -2.025 4.598 2.979
Cl -3.440 6.644 4.476
Cl -2.769 4.121 5.744
H -1.318 5.748 4.896
C -4.891 3.694 0.722
Cl -6.610 3.688 1.109
Cl -4.198 2.086 0.949
Cl -4.624 4.251 -0.932
H -4.393 4.378 1.396
C 4.227 -7.923 2.827
Cl 4.020 -6.919 1.390
Cl 4.444 -6.923 4.263
Cl 2.855 -9.010 3.023
H 5.116 -8.523 2.693
C 4.866 -12.612 2.775
Cl 5.775 -13.975 3.447
Cl 5.813 -11.124 2.786
Cl 4.318 -12.981 1.142
H 3.996 -12.454 3.398
C -8.133 6.927 -1.990
Cl -7.786 7.517 -3.616
Cl -8.168 5.162 -1.965
Cl -6.946 7.539 -0.837
H -9.108 7.293 -1.698
C 4.181 -8.051 -2.766
Cl 4.898 -8.835 -1.362
Cl 2.470 -7.719 -2.489
Cl 5.047 -6.562 -3.160
H 4.263 -8.723 -3.610
C 10.161 -12.011 2.952
Cl 10.081 -10.979 1.521
Cl 10.428 -11.042 4.403
Cl 8.693 -12.974 3.106
H 11.001 -12.683 2.836
C -7.631 2.355 -4.481
Cl -7.273 2.940 -6.110
Cl -7.696 0.594 -4.449
Cl -6.434 2.956 -3.335
H -8.601 2.737 -4.189
C -10.162 2.325 -8.383
Cl -9.903 1.578 -9.963
Cl -11.330 3.639 -8.501
Cl -10.689 1.122 -7.208
H -9.221 2.736 -8.045
C -8.287 3.043 -13.340
Cl -9.036 4.627 -13.541
Cl -8.759 1.955 -14.644
Cl -6.530 3.187 -13.248
H -8.638 2.623 -12.408
C 6.877 -4.900 7.305
Cl 5.170 -5.054 7.723
Cl 7.706 -6.444 7.489
Cl 7.064 -4.285 5.660
H 7.329 -4.189 7.985
C -7.394 -0.199 2.763
Cl -7.132 0.179 1.062
Cl -7.507 -1.946 3.003
Cl -6.108 0.482 3.761
H -8.331 0.246 3.070
C -4.392 -3.720 0.157
Cl -3.544 -5.084 0.882
Cl -3.364 -2.280 0.156
Cl -4.919 -4.107 -1.478
H -5.268 -3.505 0.757

total energy	-23357.97180	Ha
M	2105.29	g mol⁻¹
HOMO level	-0.425	Ha
charge	+1
largest force on an atom	4.85	eV/A